#P
A 2-piece molecular cluster, C9H14 overall, computed with ωB97M-V/def2-TZVPD.

ORCA input file:
```
! wB97M-V def2-TZVPD RIJCOSX def2/J DEFGRID3
* xyz 0 1
C 1.111 -2.200 -0.937
C -0.193 -2.726 -0.349
H 1.120 -1.110 -0.943
H 1.933 -2.487 -0.284
H 1.329 -2.586 -1.929
H -0.283 -3.809 -0.407
H -1.063 -2.403 -0.934
H -0.319 -2.328 0.650
C -0.655 1.263 -1.827
C 0.896 2.140 1.502
C 0.671 2.054 0.139
C 0.108 1.409 2.373
C -0.347 1.244 -0.344
C -0.914 0.585 1.894
C -1.160 0.511 0.542
H 1.605 2.826 1.934
H 1.303 2.604 -0.551
H 0.262 1.445 3.434
H -1.459 0.004 2.624
H -0.998 2.252 -2.143
H -1.390 0.498 -2.061
H -1.796 -0.194 0.017
H 0.239 1.008 -2.401
*
```

SMILES ... Cc1ccccc1.CC
Gap between HOMO and LUMO ... 10.050 eV
HOMO level ... -9.00 eV

=====

#Q
A 2-piece molecular cluster, C9H14 overall, computed with ωB97M-V/def2-TZVPD.

ORCA input file:
```
! wB97M-V def2-TZVPD RIJCOSX def2/J DEFGRID3
* xyz 0 1
C 0.116 2.155 1.588
C 0.987 2.719 -0.722
C 0.267 1.776 0.145
C 1.103 2.305 -2.032
C 0.469 1.102 -2.591
C -0.221 0.576 -0.324
C -0.292 0.287 -1.726
H 1.513 3.652 -0.507
H 1.619 2.942 -2.542
H -0.231 3.163 1.805
H 1.150 2.082 2.136
H 0.555 0.788 -3.607
H -0.713 -0.125 0.420
H -0.887 -0.630 -2.029
H -0.526 1.431 2.192
C -0.893 -2.903 1.675
C -0.308 -3.206 0.284
H -1.314 -1.859 1.676
H -1.647 -3.515 1.956
H -0.211 -2.985 2.543
H 0.545 -3.681 0.278
H 0.000 -2.331 -0.359
H -1.082 -3.746 -0.260
*
```

SMILES ... Cc1ccccc1.CC
Gap between HOMO and LUMO ... 9.859 eV
HOMO level ... -8.79 eV

=====

#R
A 2-piece molecular cluster, C9H14 overall, computed with ωB97M-V/def2-TZVPD.

ORCA input file:
```
! wB97M-V def2-TZVPD RIJCOSX def2/J DEFGRID3
* xyz 0 1
C 0.211 -2.267 0.415
C 0.423 1.065 2.206
C -0.821 1.623 1.944
C 0.741 -0.203 1.770
C -0.169 -0.967 1.067
C -1.774 0.835 1.327
C -1.437 -0.434 0.885
H 1.151 1.621 2.787
H -1.012 2.668 2.144
H 1.720 -0.656 1.901
H -2.805 1.162 1.254
H 1.286 -2.359 0.299
H -0.323 -2.342 -0.527
H -2.197 -1.055 0.431
H -0.121 -3.116 1.026
C -0.001 0.652 -1.899
C 1.257 0.397 -2.767
H 0.286 0.504 -0.865
H -0.215 1.701 -2.078
H -0.881 0.135 -2.276
H 1.175 0.902 -3.735
H 2.138 0.785 -2.267
H 1.368 -0.651 -3.041
*
```

SMILES ... Cc1ccccc1.CC
Gap between HOMO and LUMO ... 10.060 eV
HOMO level ... -9.02 eV

=====

#S
A 2-piece molecular cluster, C9H14 overall, computed with ωB97M-V/def2-TZVPD.

ORCA input file:
```
! wB97M-V def2-TZVPD RIJCOSX def2/J DEFGRID3
* xyz 0 1
C -2.630 -1.185 -0.039
C -1.606 -0.278 0.640
C -1.863 1.081 0.552
C -0.437 -0.796 1.092
C -0.758 1.883 0.769
C 0.705 0.043 1.379
C 0.513 1.389 1.084
H -3.170 -1.785 0.707
H -2.035 -1.929 -0.736
H -2.882 1.405 0.510
H -0.314 -1.839 1.507
H -0.950 2.862 0.596
H 1.737 -0.396 1.742
H 1.442 2.077 1.044
H -3.504 -0.580 -0.557
C 1.785 -0.656 -2.372
C 3.363 -0.706 -1.802
H 1.631 0.004 -3.238
H 1.568 -1.620 -2.749
H 1.036 -0.677 -1.466
H 3.756 -1.645 -2.133
H 3.974 0.057 -2.250
H 3.285 -0.576 -0.789
*
```

SMILES ... Cc1ccccc1.CC
Gap between HOMO and LUMO ... 10.041 eV
HOMO level ... -9.00 eV

=====

Preferred: #P; penalty for the next structure: 13.8 kJ/mol.